ORCA calculation (ωB97M-V with the def2-TZVPD basis set) on 2 unconnected molecules or ions with the total composition C5H15N2O at a distorted geometry.

Each line ends with the natural charge from an NBO analysis.
Geometry (Å):
C 1.57 -1.15 0.78  -0.266
N 0.14 -0.97 0.61  -0.450
C -0.36 -1.41 -0.73  -0.196
C -1.36 -0.25 -1.08  0.072
C -2.53 -0.20 -0.09  -0.622
O -0.79 0.97 -1.01  -0.340
C 2.36 -0.24 -0.12  -0.268
N 1.64 1.08 -0.30  -0.527
H 1.79 -2.21 0.65  0.237
H 1.76 -0.80 1.83  0.256
H 0.03 0.03 0.69  0.384
H 0.37 -1.54 -1.54  0.217
H -0.94 -2.33 -0.58  0.266
H -1.69 -0.46 -2.12  0.215
H -3.10 0.70 -0.33  0.250
H -3.22 -1.02 -0.24  0.257
H -2.33 0.03 0.98  0.253
H -0.72 4.04 2.81  0.011
H 2.40 -0.68 -1.13  0.237
H 3.36 -0.05 0.25  0.255
H -1.18 3.91 2.24  -0.011
H 0.61 1.01 -0.54  0.371
H 2.19 1.53 -1.04  0.399

Calculated values
E_LUMO: -9.12 eV
net charge: +1
gap between HOMO and LUMO: 5.315 eV
energy: -383.73358 a.u.
relative energy (zero: lowest compared OMol25 entry of this formula, charge and spin): 8.638 eV
HOMO: -14.434 eV



ORCA calculation (ωB97M-V with the def2-TZVPD basis set) on a single C20H27N3O4S molecule.

Each line ends with the natural charge from an NBO analysis.
Geometry (Å):
C -6.50 -4.06 -1.70  -0.598
C -5.52 -3.67 -0.61  -0.388
C -4.92 -2.29 -0.85  -0.406
C -3.94 -1.90 0.25  -0.207
N -3.40 -0.59 -0.03  -0.629
C -2.41 -0.07 0.73  0.326
S -1.72 -0.99 1.94  -0.330
N -1.98 1.19 0.47  -0.430
C -2.47 2.00 -0.63  -0.246
C -3.57 2.98 -0.22  -0.432
C -4.86 2.30 0.23  -0.074
O -5.40 1.45 -0.77  -0.735
C -0.91 1.77 1.26  -0.245
C 0.45 1.50 0.68  -0.149
C 1.20 0.44 1.06  -0.114
C 2.48 0.18 0.50  -0.060
C 3.26 -0.93 0.86  -0.199
C 4.50 -1.13 0.30  0.176
C 5.02 -0.20 -0.63  0.322
C 4.25 0.89 -1.01  -0.303
C 2.98 1.08 -0.46  0.177
N 2.20 2.15 -0.82  -0.559
C 0.95 2.43 -0.33  0.634
O 0.34 3.40 -0.76  -0.658
O 6.26 -0.33 -1.17  -0.493
C 7.08 -1.27 -0.51  -0.098
C 6.28 -2.54 -0.21  -0.097
O 5.22 -2.25 0.66  -0.481
H -7.32 -3.35 -1.76  0.200
H -6.00 -4.09 -2.67  0.200
H -6.92 -5.05 -1.51  0.208
H -6.04 -3.67 0.36  0.196
H -4.72 -4.41 -0.55  0.197
H -5.72 -1.55 -0.90  0.199
H -4.40 -2.29 -1.81  0.198
H -3.11 -2.61 0.30  0.218
H -4.45 -1.91 1.22  0.192
H -4.04 0.03 -0.50  0.422
H -2.82 1.35 -1.44  0.205
H -1.63 2.58 -1.01  0.257
H -3.21 3.60 0.60  0.216
H -3.78 3.63 -1.07  0.202
H -5.60 3.06 0.52  0.172
H -4.68 1.66 1.09  0.188
H -5.60 1.98 -1.55  0.474
H -1.07 2.86 1.29  0.220
H -0.97 1.36 2.27  0.251
H 0.81 -0.25 1.80  0.246
H 2.89 -1.64 1.57  0.231
H 4.65 1.58 -1.73  0.221
H 2.56 2.80 -1.51  0.413
H 7.45 -0.84 0.43  0.182
H 7.92 -1.47 -1.18  0.203
H 5.90 -2.95 -1.15  0.179
H 6.90 -3.28 0.29  0.204

Calculated values
E_LUMO: 0.47 eV
gap between HOMO and LUMO: 8.105 eV
energy: -1641.76668 a.u.
relative energy (zero: lowest compared OMol25 entry of this formula, charge and spin): 0.647 eV
HOMO: -7.638 eV
SMILES: CCCCNC(=S)N(CCCO)Cc1cc2cc3c(cc2[nH]c1=O)OCCO3



ORCA calculation (ωB97M-V with the def2-TZVPD basis set) on 2 unconnected molecules or ions with the total composition C43H47Cl3N4O2 at a distorted geometry.

Each line ends with the Löwdin charge.
Geometry (Å):
C -0.32 4.74 -5.26  -0.049
O -1.47 4.38 -4.47  -0.084
C -1.42 3.34 -3.59  -0.254
C -0.31 2.49 -3.41  0.009
C -0.35 1.51 -2.43  -0.009
C -1.51 1.29 -1.63  -0.160
C -1.47 0.31 -0.54  -0.073
N -2.00 0.62 0.73  0.052
C -2.50 1.88 1.23  -0.093
C -3.77 1.89 1.83  -0.127
C -4.63 0.64 1.99  -0.388
C -5.84 0.66 1.06  -0.052
C -5.01 0.36 3.44  -0.053
C -4.27 3.11 2.27  -0.022
C -3.51 4.27 2.15  -0.041
C -2.21 4.22 1.65  -0.012
C -1.68 3.02 1.22  -0.112
C -0.19 2.94 0.87  -0.367
C 0.69 2.84 2.12  -0.040
C 0.26 4.10 -0.01  -0.054
N -1.89 -0.44 1.56  0.232
N -1.15 -1.35 0.87  0.033
C -0.86 -2.67 1.41  -0.090
C -1.86 -3.65 1.40  -0.120
C -3.23 -3.35 0.78  -0.370
C -4.38 -4.05 1.49  -0.067
C -3.26 -3.64 -0.71  -0.042
C -1.59 -4.92 1.93  -0.016
C -0.32 -5.19 2.45  -0.037
C 0.68 -4.23 2.40  -0.014
C 0.43 -2.96 1.91  -0.120
C 1.57 -1.93 2.00  -0.403
C 2.90 -2.46 1.46  -0.087
C 1.78 -1.46 3.44  -0.063
C -1.12 -1.00 -0.48  -0.207
C -0.47 -1.95 -1.42  -0.519
C -2.64 2.12 -1.89  -0.015
C -2.60 3.10 -2.85  0.009
H -0.68 5.59 -5.85  0.093
H 0.53 5.06 -4.63  0.102
H -0.01 3.93 -5.93  0.099
H 0.60 2.62 -4.01  0.110
H 0.55 0.94 -2.17  0.095
H -3.99 -0.20 1.69  0.084
H -5.51 0.81 0.02  0.075
H -6.39 -0.29 1.11  0.081
H -6.53 1.47 1.31  0.084
H -4.11 0.28 4.06  0.088
H -5.64 1.16 3.86  0.078
H -5.56 -0.58 3.53  0.082
H -5.26 3.15 2.71  0.120
H -3.92 5.22 2.47  0.110
H -1.61 5.13 1.60  0.121
H -0.05 2.03 0.29  0.107
H 0.42 1.97 2.72  0.076
H 1.75 2.76 1.84  0.095
H 0.57 3.74 2.74  0.087
H -0.43 4.25 -0.85  0.076
H 0.32 5.04 0.56  0.080
H 1.25 3.90 -0.44  0.097
H -3.38 -2.27 0.92  0.109
H -4.34 -3.88 2.57  0.089
H -5.34 -3.66 1.14  0.082
H -4.36 -5.13 1.31  0.077
H -2.49 -3.07 -1.24  0.038
H -3.08 -4.70 -0.91  0.101
H -4.23 -3.34 -1.14  0.093
H -2.35 -5.70 1.92  0.115
H -0.08 -6.19 2.81  0.113
H 1.68 -4.45 2.76  0.122
H 1.28 -1.06 1.40  0.093
H 2.77 -3.01 0.52  0.049
H 3.58 -1.62 1.27  0.095
H 3.38 -3.13 2.18  0.080
H 0.85 -1.13 3.90  0.078
H 2.21 -2.27 4.04  0.083
H 2.48 -0.61 3.47  0.090
H -0.65 -3.02 -1.19  0.083
H -0.79 -1.73 -2.45  0.112
H -3.53 2.01 -1.26  0.113
H -3.47 3.73 -3.04  0.125
Cl 1.22 -1.70 -1.20  0.802
C 5.05 0.23 -3.12  -0.660
Cl 3.63 1.14 -3.38  0.611
C 5.55 0.28 -1.70  -0.430
O 4.90 0.62 -0.71  -0.049
C 6.94 -0.24 -1.56  -0.176
C 7.45 -1.13 -2.56  -0.208
C 8.81 -1.51 -2.47  -0.052
C 9.62 -0.84 -1.57  -0.078
C 8.99 -0.05 -0.57  -0.161
N 7.69 0.20 -0.55  0.107
C 6.56 -1.58 -3.58  -0.686
Cl 6.86 -3.09 -4.34  0.622
C 5.47 -0.78 -3.96  -0.162
H 9.17 -2.30 -3.14  0.085
H 10.70 -0.95 -1.58  0.089
H 9.59 0.35 0.26  0.091
H 4.93 -0.97 -4.89  0.099

Calculated values
E_LUMO: -1.44 eV
gap between HOMO and LUMO: 3.335 eV
energy: -3416.71860 a.u.
HOMO: -4.779 eV



ORCA calculation (ωB97M-V with the def2-TZVPD basis set) on 2 unconnected molecules or ions with the total composition C3H6 at a distorted geometry.

Each line ends with the natural charge from an NBO analysis.
Geometry (Å):
C -1.94 -0.59 0.02  -0.232
C -1.87 0.61 -0.04  -0.226
H -1.73 -1.64 -0.04  0.237
H -2.08 1.61 0.07  0.221
C 1.51 0.06 -0.01  -0.851
H 1.72 -0.72 0.81  0.207
H 0.68 -0.31 -0.52  0.215
H 2.36 -0.10 -0.67  0.210
H 1.37 1.08 0.38  0.217

Calculated values
E_LUMO: 1.19 eV
gap between HOMO and LUMO: 11.923 eV
energy: -117.80289 a.u.
relative energy (zero: lowest compared OMol25 entry of this formula, charge and spin): 1.879 eV
HOMO: -10.731 eV
SMILES: C#C.C



ORCA calculation (ωB97M-V with the def2-TZVPD basis set) on 2 unconnected molecules or ions with the total composition C2H6N2 at a distorted geometry.

Each line ends with the natural charge from an NBO analysis.
Geometry (Å):
C 3.13 2.63 0.83  -0.002
N 2.10 2.21 0.27  -0.638
H 4.03 2.06 1.15  0.149
H 2.96 3.63 1.39  0.138
H 2.22 1.72 -0.58  0.353
C -2.68 -2.10 -0.41  -0.065
N -2.75 -2.97 -1.35  -0.574
H -2.85 -1.04 -0.79  0.166
H -3.07 -2.24 0.52  0.144
H -3.10 -3.89 -1.03  0.329

Calculated values
E_LUMO: 1.04 eV
gap between HOMO and LUMO: 10.304 eV
energy: -189.18889 a.u.
relative energy (zero: lowest compared OMol25 entry of this formula, charge and spin): 3.828 eV
HOMO: -9.260 eV
SMILES: C=N.C=N



ORCA calculation (ωB97M-V with the def2-TZVPD basis set) on a molecular structure, C30H44BF2N2O10ReS3Si3.

Each line ends with the Löwdin spin population.
Geometry (Å):
Re -0.04 -0.32 0.14  0.822
C -2.34 -3.47 0.13  0.001
Si -0.54 -3.59 0.64  0.008
C 0.45 -4.12 -0.88  0.000
C -0.49 -5.08 1.80  0.002
C 0.17 -2.03 1.44  0.019
Si -0.64 -1.73 3.14  0.002
C -0.29 -0.04 3.89  0.000
C -2.49 -2.05 3.18  0.002
C 0.07 -2.94 4.41  0.000
Si 2.00 -2.25 1.61  0.010
C 2.86 -1.09 2.81  0.001
C 2.76 -3.92 1.99  0.003
C 2.64 -1.79 -0.13  0.000
C 3.86 -2.20 -0.66  0.001
C 4.24 -1.81 -1.94  -0.002
C 3.38 -1.00 -2.67  0.001
C 2.19 -0.60 -2.09  -0.001
N 1.83 -1.00 -0.86  0.005
H -2.93 -4.25 0.63  0.000
H -2.44 -3.61 -0.95  0.000
H -2.78 -2.51 0.38  0.000
H -0.02 -5.02 -1.29  0.000
H 1.49 -4.37 -0.65  0.000
H 0.45 -3.36 -1.66  0.000
H -0.72 -5.97 1.21  0.000
H -1.25 -5.00 2.58  0.000
H 0.47 -5.25 2.29  0.000
H -0.22 0.77 3.17  0.000
H 0.62 -0.06 4.49  0.000
H -1.12 0.20 4.56  0.000
H -3.02 -1.40 2.48  0.000
H -2.85 -1.82 4.18  0.000
H -2.75 -3.09 2.96  0.000
H 1.15 -2.84 4.53  0.000
H -0.15 -3.99 4.19  0.000
H -0.38 -2.71 5.38  0.000
H 2.85 -1.52 3.81  0.000
H 2.40 -0.10 2.88  0.000
H 3.91 -0.97 2.52  0.000
H 2.45 -4.27 2.97  0.000
H 3.85 -3.81 2.02  0.000
H 2.52 -4.70 1.26  0.000
H 4.51 -2.83 -0.07  0.000
H 5.18 -2.13 -2.36  0.000
H 3.63 -0.66 -3.66  0.000
H 1.51 0.05 -2.61  0.000
O -3.34 1.25 -0.24  0.002
S -4.05 -0.16 -0.35  0.000
O -5.47 0.00 -0.04  0.000
O -1.61 0.11 1.02  0.019
C -4.02 -0.21 -2.18  0.000
C -5.27 -0.20 -2.77  0.000
C -5.43 -0.29 -4.15  0.000
C -4.31 -0.43 -4.96  0.000
C -3.05 -0.46 -4.38  0.000
C -2.90 -0.36 -3.00  0.001
S -1.20 -0.32 -2.47  0.005
O -0.42 -0.72 -3.61  0.000
O -0.89 0.97 -1.87  0.008
O -1.03 -1.33 -1.33  0.018
H -6.13 -0.10 -2.11  0.000
H -6.42 -0.25 -4.58  0.000
H -4.42 -0.52 -6.03  0.000
H -2.17 -0.58 -4.99  0.000
F -1.50 2.47 0.64  0.000
B -2.35 1.38 0.94  0.002
F -3.09 1.60 2.10  -0.001
C -2.58 4.48 -1.84  0.000
C -1.18 4.89 -1.50  0.000
C -0.80 5.03 -0.16  0.000
C 0.50 5.33 0.18  0.000
C 1.45 5.47 -0.82  0.000
C 1.10 5.35 -2.16  0.000
C -0.22 5.07 -2.48  0.000
S 3.15 5.65 -0.37  0.000
O 3.91 5.79 -1.58  0.000
O 3.26 6.61 0.69  0.000
N 3.54 4.20 0.29  0.000
C 3.35 3.03 -0.57  0.000
C 3.30 1.75 0.27  0.000
C 2.12 1.77 1.22  0.010
O 2.08 2.55 2.15  0.028
O 1.16 0.91 1.00  0.037
H -3.31 5.11 -1.32  0.000
H -2.75 3.45 -1.53  0.000
H -2.77 4.56 -2.91  0.000
H -1.54 4.87 0.62  0.000
H 0.79 5.41 1.22  0.000
H 1.86 5.46 -2.92  0.000
H -0.50 4.95 -3.52  0.000
H 3.09 4.08 1.20  0.000
H 4.18 2.98 -1.28  0.000
H 2.42 3.10 -1.15  0.000
H 4.21 1.67 0.87  0.000
H 3.25 0.90 -0.40  0.000

Calculated values
E_LUMO (spin up / spin down): 1.64 / 1.81 eV
net charge: -1
gap between HOMO and LUMO (spin up / spin down): 7.111 / 6.918 eV
energy: -4397.83951 a.u.
relative energy (zero: lowest compared OMol25 entry of this formula, charge and spin): 0.000 eV
HOMO (spin up / spin down): -5.471 / -5.109 eV
⟨S²⟩: 0.78
multiplicity: 2